{
  "formula": "C3H7NO3",
  "method": "wB97M-V/def2-TZVPD",
  "symbols": ["C", "C", "O", "N", "O", "C", "O", "H", "H", "H", "H", "H", "H", "H"],
  "positions_angstrom": [[-0.934, 0.933, -1.217], [0.121, 1.387, -0.556], [0.753, 2.508, -0.381], [0.710, 0.262, 0.642], [1.027, -0.944, 0.229], [0.219, -2.028, 0.698], [-0.964, -1.545, 1.194], [-1.593, 1.487, -1.926], [-1.141, -0.067, -1.063], [0.527, 3.210, -1.117], [1.374, 0.691, 1.279], [0.859, -2.598, 1.341], [-0.125, -2.724, -0.214], [-0.831, -0.574, 1.091]],
  "mulliken_charge": [-0.907, 0.748, -0.498, -0.471, -0.196, -0.059, -0.516, 0.252, 0.217, 0.379, 0.206, 0.268, 0.148, 0.430],
  "smiles": "C=C(O)NOCO",
  "total_charge": 0,
  "orbital_gap_ev": 9.27,
  "homo_energy_ev": -8.9
}